No. 1
{"formula": "C3H9N4", "method": "wB97M-V/def2-TZVPD", "elements": ["C", "C", "C", "N", "N", "N", "N", "H", "H", "H", "H", "H", "H", "H", "H", "H"], "xyz": [[-0.8589, 0.5765, -0.0373], [-0.5861, -1.9192, -0.0272], [-0.6967, -0.6120, -0.6842], [3.3344, 0.0288, -0.0954], [2.2449, 0.2278, 0.2128], [-1.0242, 1.7785, -0.6985], [-0.8856, 0.6836, 1.3301], [0.0844, -2.5313, -0.4469], [-0.4110, -1.9477, 1.1637], [-1.5243, -2.4060, 0.0080], [-0.5087, -0.4480, -1.6870], [3.9577, 0.5790, -0.5270], [-0.5667, 1.8450, -1.5330], [-1.3929, 2.6605, -0.2852], [-0.4547, -0.1263, 1.6920], [-0.7116, 1.6109, 1.6151]], "e_tot_ev": -9207.03612, "e_homo_ev": [-14.042, -11.527], "gap_ha": [0.4109, 0.1847], "charge": 1}



No. 2
{"formula": "C27H73N3O11", "method": "wB97M-V/def2-TZVPD", "elements": ["C", "O", "C", "C", "N", "C", "C", "O", "C", "H", "H", "H", "H", "H", "H", "H", "H", "H", "H", "H", "H", "H", "H", "H", "C", "O", "C", "C", "N", "C", "C", "O", "C", "H", "H", "H", "H", "H", "H", "H", "H", "H", "H", "H", "H", "H", "H", "H", "C", "O", "C", "C", "N", "C", "C", "O", "C", "H", "H", "H", "H", "H", "H", "H", "H", "H", "H", "H", "H", "H", "H", "H", "C", "C", "O", "H", "H", "H", "H", "H", "H", "C", "C", "O", "H", "H", "H", "H", "H", "H", "C", "C", "O", "H", "H", "H", "H", "H", "H", "C", "C", "O", "H", "H", "H", "H", "H", "H", "C", "O", "H", "H", "H", "H"], "xyz": [[0.3270, -1.4311, 4.7488], [1.5672, -1.0714, 4.1028], [1.4678, -1.2160, 2.7141], [2.7542, -0.5428, 2.0863], [2.6094, 0.8914, 2.3111], [3.8432, 1.6809, 2.0958], [3.5097, 3.1321, 2.3469], [3.3073, 3.1655, 3.7419], [2.5461, 4.2548, 4.1220], [0.0350, -2.5200, 4.5228], [-0.5620, -0.8156, 4.5251], [0.5246, -1.4195, 5.8195], [0.5812, -0.5537, 2.4898], [1.2844, -2.2516, 2.3586], [2.7387, -0.8468, 1.0139], [3.6434, -0.9222, 2.4886], [2.2379, 1.0786, 3.2593], [4.1939, 1.6045, 1.0467], [4.5678, 1.4302, 2.8595], [2.5994, 3.5325, 1.8715], [4.3772, 3.8039, 2.0258], [3.0672, 5.2176, 4.0774], [2.3033, 4.1364, 5.1831], [1.6691, 4.2661, 3.5262], [-2.3847, 8.3111, 2.2319], [-2.6588, 6.9832, 2.5036], [-3.9920, 6.5523, 2.1249], [-4.1232, 5.1117, 2.4943], [-3.1993, 4.2827, 1.7353], [-3.0720, 2.8712, 2.0874], [-2.5488, 2.6539, 3.4484], [-1.1960, 3.0934, 3.6166], [-0.8759, 3.0964, 4.9702], [-3.2663, 8.9351, 2.3858], [-1.9896, 8.4265, 1.2103], [-1.6061, 8.5910, 2.8925], [-4.0883, 6.7785, 0.9954], [-4.6958, 7.2487, 2.6332], [-5.1213, 4.7262, 2.3296], [-3.9663, 5.0948, 3.5844], [-2.3418, 4.7171, 1.6748], [-2.5442, 2.3588, 1.3017], [-4.0912, 2.4286, 2.0511], [-2.6634, 1.6005, 3.7140], [-3.1774, 3.1516, 4.2265], [0.0262, 3.6693, 5.1430], [-0.4935, 2.0836, 5.2566], [-1.6852, 3.4187, 5.6496], [6.3608, -6.8649, -6.5744], [5.7924, -7.1280, -5.3248], [4.7226, -6.1852, -5.0469], [4.0738, -6.6940, -3.7656], [2.9319, -5.9276, -3.4873], [2.1545, -6.4917, -2.4137], [0.7537, -5.9937, -2.4183], [0.6217, -4.5763, -2.1821], [-0.7100, -4.1816, -2.2137], [5.7134, -6.9915, -7.4053], [7.1794, -7.6107, -6.8289], [6.7075, -5.8408, -6.6420], [4.0521, -6.2530, -5.8971], [5.1866, -5.1881, -4.9460], [4.8162, -6.6786, -2.9625], [3.9252, -7.7793, -3.8290], [3.2027, -4.9372, -3.2714], [2.6082, -6.2739, -1.4857], [2.0823, -7.6446, -2.5021], [0.2157, -6.5788, -1.6969], [0.2467, -6.2083, -3.3381], [-1.2575, -4.6065, -3.0546], [-0.7676, -3.0599, -2.2238], [-1.2440, -4.4825, -1.2732], [-1.3779, -4.2838, 1.7982], [-2.6435, -3.4441, 2.0132], [-3.4029, -3.3777, 0.8024], [-0.9169, -4.5730, 2.7778], [-0.6264, -3.7777, 1.2115], [-1.5618, -5.2193, 1.3387], [-2.4442, -2.4493, 2.3036], [-3.2600, -4.0356, 2.7424], [-3.1829, -2.4930, 0.4531], [-3.5967, 3.2449, -2.3959], [-2.9460, 2.1805, -1.5146], [-3.2383, 0.8716, -1.9337], [-4.7006, 3.3067, -2.2180], [-3.4579, 3.0050, -3.4637], [-3.0736, 4.1790, -2.1382], [-3.3159, 2.2962, -0.4886], [-1.8996, 2.4228, -1.4890], [-2.5716, 0.6703, -2.6125], [-0.7389, -1.3739, -5.4015], [-1.9047, -0.5290, -4.9038], [-1.3697, 0.2230, -3.7669], [-0.5420, -2.2389, -4.6802], [0.1828, -0.7956, -5.5315], [-0.9795, -1.8378, -6.3402], [-2.7923, -1.1012, -4.6505], [-2.2727, 0.2732, -5.5425], [-0.7468, -0.3128, -3.2684], [0.8801, 2.7216, -2.2223], [1.1712, 2.6279, -0.7495], [1.6060, 1.3625, -0.3542], [1.8355, 2.5871, -2.7119], [0.4563, 3.6626, -2.4501], [0.3232, 1.8844, -2.5627], [0.3022, 2.9647, -0.1670], [2.0405, 3.2794, -0.5959], [1.7684, 1.4289, 0.5834], [-1.3239, 0.0267, 0.7484], [-2.6512, -0.4177, 0.4626], [-0.9190, 0.8047, 0.0187], [-1.3846, 0.5175, 1.7695], [-0.6354, -0.8114, 0.7367], [-2.8952, -0.0818, -0.4224]], "e_tot_ev": -56168.84557, "e_homo_ev": -8.681, "smiles": "COCCNCCOC.COCCNCCOC.COCCNCCOC.CCO.CCO.CCO.CCO.CO", "gap_ha": 0.3438, "charge": 0}



No. 3
{"formula": "C14H44ClN8O12", "method": "wB97M-V/def2-TZVPD", "elements": ["Cl", "O", "O", "O", "O", "C", "C", "O", "H", "H", "H", "H", "H", "H", "C", "C", "O", "H", "H", "H", "H", "H", "H", "C", "O", "N", "N", "H", "H", "H", "H", "C", "O", "N", "N", "H", "H", "H", "H", "C", "O", "N", "N", "H", "H", "H", "H", "C", "O", "N", "N", "H", "H", "H", "H", "C", "C", "C", "O", "H", "H", "H", "H", "H", "H", "H", "H", "C", "C", "C", "O", "H", "H", "H", "H", "H", "H", "H", "H"], "xyz": [[-13.6954, -1.9775, 17.1565], [-13.3102, -3.3139, 17.4485], [-12.9458, -1.1013, 17.9953], [-13.3587, -1.6916, 15.8087], [-15.0726, -1.8308, 17.3857], [-6.6203, -0.5821, 17.1723], [-6.7836, -1.2497, 15.7886], [-7.7739, -2.1870, 16.0214], [-7.4548, -0.7515, 17.8528], [-6.5010, 0.5010, 17.2004], [-5.8298, -1.0272, 17.7766], [-5.8841, -1.7825, 15.4805], [-7.0282, -0.5242, 15.0128], [-8.6119, -1.7709, 16.2363], [-9.5501, 4.1912, 21.2662], [-10.6328, 3.4544, 22.0942], [-11.1888, 4.4216, 23.0133], [-9.0215, 3.4313, 20.6908], [-8.7818, 4.7829, 21.7640], [-10.1419, 4.7788, 20.5644], [-10.2340, 2.5798, 22.6082], [-11.5262, 3.2239, 21.5137], [-11.5975, 5.1294, 22.5096], [-16.9968, -5.6364, 11.8477], [-16.1135, -5.5129, 11.0241], [-17.0418, -5.0110, 12.9917], [-17.9698, -6.5120, 11.7571], [-17.7107, -5.2783, 13.6997], [-16.2566, -4.4627, 13.3125], [-18.1252, -7.0691, 10.9291], [-18.4458, -6.7295, 12.6209], [-16.0452, 3.9675, 16.1206], [-16.6121, 5.0096, 15.9919], [-16.1035, 2.9489, 15.3105], [-15.3756, 3.7170, 17.2131], [-15.6601, 2.0939, 15.6146], [-16.9238, 2.8885, 14.7244], [-15.2513, 4.3861, 17.9594], [-14.9708, 2.8004, 17.3401], [-9.3436, -7.7883, 18.4835], [-8.4230, -8.5230, 18.8063], [-10.5151, -8.1173, 18.0385], [-9.3178, -6.5563, 18.8364], [-11.2521, -7.4337, 17.9399], [-10.7488, -9.0994, 18.0080], [-8.4976, -6.0744, 19.1756], [-10.1070, -6.0023, 18.5357], [-12.5851, -0.5613, 7.6750], [-12.7729, -1.7584, 7.5950], [-12.0318, 0.1176, 6.7207], [-12.7281, 0.1206, 8.7832], [-11.9069, -0.3773, 5.8492], [-11.9120, 1.1171, 6.8020], [-12.6983, 1.1115, 8.5896], [-13.0502, -0.2349, 9.6720], [-19.1177, 2.8252, 22.1023], [-18.5108, 1.9517, 23.1366], [-17.2369, 1.1491, 22.6830], [-18.0589, 2.8237, 24.1956], [-19.4932, 2.2951, 21.2270], [-18.4354, 3.5195, 21.6121], [-19.8882, 3.4290, 22.5817], [-19.2672, 1.2373, 23.4615], [-16.6778, 0.6302, 23.4616], [-16.6046, 1.9532, 22.3066], [-17.3554, 0.4139, 21.8871], [-17.2210, 2.5670, 24.5874], [-10.5553, -2.5825, 23.9484], [-9.7059, -2.2851, 25.1718], [-10.6342, -2.2685, 26.3994], [-8.7147, -3.2962, 25.4896], [-9.8976, -2.7133, 23.0891], [-11.1845, -1.7405, 23.6601], [-11.1056, -3.5215, 24.0073], [-9.1880, -1.3314, 25.0703], [-11.0230, -3.2862, 26.4357], [-11.4947, -1.6323, 26.1921], [-10.1747, -1.9157, 27.3227], [-8.2548, -3.5776, 24.6954]], "e_tot_ev": -64239.80089, "e_homo_ev": -6.343, "gap_ha": 0.3019, "charge": -1}



No. 4
{"formula": "C45H59N7O5SSc", "method": "wB97M-V/def2-TZVPD", "elements": ["Sc", "C", "C", "C", "C", "C", "C", "C", "C", "C", "C", "C", "C", "N", "C", "O", "C", "C", "C", "C", "C", "N", "C", "O", "N", "C", "C", "C", "C", "C", "C", "C", "C", "C", "C", "C", "C", "H", "H", "H", "H", "H", "H", "H", "H", "H", "H", "H", "H", "H", "H", "H", "H", "H", "H", "H", "H", "H", "H", "H", "H", "H", "H", "H", "H", "H", "H", "H", "H", "H", "H", "H", "H", "H", "C", "N", "C", "C", "O", "C", "O", "C", "C", "O", "N", "C", "C", "H", "H", "H", "H", "H", "H", "H", "H", "H", "H", "H", "H", "H", "H", "H", "H", "N", "C", "S", "C", "C", "C", "N", "C", "C", "H", "H", "H", "H", "H", "H"], "xyz": [[0.8518, -0.0898, -0.3574], [5.3437, 0.3795, 0.1478], [5.0531, -1.1159, 0.1448], [4.4816, -1.6080, -1.1849], [4.2384, -1.6403, 1.3178], [4.7750, -2.7613, 1.9487], [4.1596, -3.3585, 3.0319], [2.9845, -2.8179, 3.5126], [2.4035, -1.7002, 2.9180], [1.1555, -1.1059, 3.5496], [1.5636, -0.1112, 4.6458], [0.2151, -2.1538, 4.1443], [3.0243, -1.1148, 1.7996], [2.3361, -0.0255, 1.1428], [2.6391, 1.2349, 1.5354], [3.5366, 1.5991, 2.2748], [1.7364, 2.3180, 0.9339], [2.1794, 3.6327, 0.9062], [1.3542, 4.5780, 0.3270], [0.0960, 4.2026, -0.1304], [-0.3059, 2.8814, -0.0220], [0.5346, 1.9568, 0.4693], [-1.8143, 2.6255, -0.2486], [-2.4915, 3.6276, -0.2443], [-2.4206, 1.3628, -0.2558], [-3.6673, 1.3147, 0.5412], [-3.5240, 1.4643, 1.9471], [-4.6495, 1.6446, 2.7389], [-5.9187, 1.6175, 2.2005], [-6.0563, 1.3831, 0.8533], [-4.9645, 1.2411, -0.0039], [-5.3391, 1.0192, -1.4551], [-6.1627, 2.1847, -2.0088], [-6.0776, -0.3094, -1.6296], [-2.2074, 1.4218, 2.6952], [-1.8419, 2.7769, 3.3105], [-2.2457, 0.3478, 3.7834], [6.1060, 0.5993, -0.6035], [5.7050, 0.7103, 1.1204], [4.4650, 0.9670, -0.0902], [6.0293, -1.5962, 0.2529], [3.4803, -1.2097, -1.3558], [4.4050, -2.6972, -1.1909], [5.1135, -1.3044, -2.0231], [5.7109, -3.1627, 1.5788], [4.6012, -4.2244, 3.5072], [2.5168, -3.2653, 4.3784], [0.6058, -0.5560, 2.7770], [2.0419, -0.6507, 5.4663], [0.6945, 0.4075, 5.0551], [2.2710, 0.6253, 4.2777], [0.6337, -2.5964, 5.0486], [0.0058, -2.9755, 3.4526], [-0.7344, -1.6986, 4.4308], [3.1481, 3.8625, 1.3269], [1.6659, 5.6120, 0.2579], [-0.6019, 4.9263, -0.5234], [-4.5253, 1.7947, 3.8034], [-6.7894, 1.7656, 2.8254], [-7.0493, 1.3362, 0.4253], [-4.4419, 0.9291, -2.0381], [-7.1842, 2.1817, -1.6240], [-6.2258, 2.1172, -3.0967], [-5.7144, 3.1453, -1.7510], [-7.0124, -0.3331, -1.0667], [-5.4674, -1.1513, -1.2930], [-6.3196, -0.4702, -2.6821], [-1.4249, 1.1316, 2.0079], [-2.5112, 3.0168, 4.1390], [-1.9136, 3.5893, 2.5888], [-0.8240, 2.7509, 3.7101], [-2.9998, 0.5664, 4.5403], [-1.2813, 0.3039, 4.2877], [-2.4667, -0.6364, 3.3639], [-2.6953, 1.6196, -3.0377], [-2.6604, 0.2847, -2.4348], [-2.1125, -0.6489, -3.4097], [-1.9496, 0.2895, -1.1584], [-0.6161, 0.4519, -1.3979], [-2.1477, -1.0448, -0.4155], [-1.0573, -1.1679, 0.5439], [-0.7356, -2.5162, 0.8300], [0.2129, -3.0241, -0.2556], [0.8724, -2.1536, -0.8737], [0.3283, -4.3104, -0.5076], [-0.4624, -5.3160, 0.2033], [1.2616, -4.7906, -1.5253], [-3.1567, 1.5402, -4.0210], [-1.6886, 2.0407, -3.1697], [-3.2870, 2.3126, -2.4444], [-2.7566, -0.6431, -4.2876], [-2.0983, -1.6712, -3.0340], [-1.0948, -0.3799, -3.7229], [-2.0893, -1.8810, -1.1110], [-3.0935, -1.0761, 0.1250], [-1.6392, -3.1186, 0.9250], [-0.1993, -2.5343, 1.7845], [-1.4727, -5.3826, -0.2019], [-0.5006, -5.1020, 1.2693], [0.0259, -6.2779, 0.0760], [1.8562, -3.9597, -1.8882], [0.7066, -5.2393, -2.3495], [1.9146, -5.5408, -1.0820], [4.5828, 2.5313, -6.1096], [4.4547, 1.2622, -5.6927], [5.1998, -0.0219, -6.3749], [3.5965, 1.0884, -4.4813], [3.6900, 1.9507, -3.3970], [2.9300, 1.6944, -2.2685], [2.0940, 0.6604, -2.1799], [1.9736, -0.1437, -3.2474], [2.7079, 0.0215, -4.4008], [5.1540, 2.7203, -6.9170], [4.0065, 3.2699, -5.7437], [4.3750, 2.7875, -3.3972], [3.0022, 2.3401, -1.4037], [1.2679, -0.9609, -3.1557], [2.6131, -0.6729, -5.2230]], "e_tot_ev": -99827.35316, "e_homo_ev": -10.750, "gap_ha": 0.2869, "charge": 1}



No. 5
{"formula": "H3O6", "method": "wB97M-V/def2-TZVPD", "elements": ["O", "O", "O", "O", "O", "O", "H", "H", "H"], "xyz": [[1.5048, -0.3780, 0.5713], [-1.7577, 0.8792, 0.4169], [1.7010, 0.1416, -0.6806], [-0.2433, -1.1114, 0.5271], [-1.4894, 0.2539, -0.7647], [-0.7435, -0.9280, -0.5590], [1.2910, 0.3557, 1.1991], [-2.6926, 1.1598, 0.3680], [2.4298, -0.3728, -1.0780]], "e_tot_ev": -12312.04906, "e_homo_ev": [-16.189, -16.233], "gap_ha": [0.2977, 0.3012], "charge": 1}